A cluster of 15 separate species, C31H90N2O21 in total in a non-equilibrium geometry. Source: the OMol25 dataset; level of theory: ωB97M-V with the def2-TZVPD basis set.

Geometry as XYZ:
```
144
Properties=species:S:1:pos:R:3:forces:R:3:mulliken_charge:R:1
C 0.290 2.089 2.491 -0.5 -0.3 -0.1 -1.50
C 1.229 1.074 1.838 -0.3 1.3 1.2 2.88
O 0.869 0.774 0.477 0.2 -0.3 0.5 -0.16
C -0.253 0.105 0.221 -0.3 0.3 1.9 -0.34
O -1.007 -0.394 1.057 0.9 0.4 -1.5 0.30
O -0.394 0.147 -1.077 0.1 -0.2 -0.9 -0.01
C -1.530 -0.390 -1.717 -0.7 -0.5 -1.0 -0.49
H -0.605 1.561 2.818 -0.2 0.3 0.0 -0.12
H 0.011 2.921 1.844 0.1 -0.1 -0.2 0.30
H 0.756 2.516 3.379 0.1 -0.1 0.1 0.50
H 1.253 0.248 2.549 0.2 -0.6 -0.8 -0.92
H 2.207 1.555 1.836 0.2 -0.5 -0.6 -0.86
H -2.468 0.041 -1.366 0.1 -0.1 0.2 0.45
H -1.561 -1.479 -1.750 0.0 -0.1 1.0 -0.34
H -1.426 -0.203 -2.785 0.1 0.7 0.1 0.30
C 2.455 2.760 -3.101 -0.4 -0.3 -0.2 -1.63
C 2.772 3.100 -1.655 0.9 0.3 -0.5 0.37
O 1.853 4.075 -1.219 -0.3 0.7 0.5 0.17
C 2.066 5.378 -1.425 -0.4 -0.1 -0.4 0.44
O 3.068 5.996 -1.674 0.0 -0.6 0.1 -0.57
O 0.848 5.899 -1.330 0.0 -1.9 0.8 -0.30
C 0.622 7.224 -1.476 -1.0 2.8 -0.6 -0.82
H 2.944 1.838 -3.413 0.0 0.0 0.0 0.43
H 2.689 3.526 -3.841 0.5 0.3 0.4 0.40
H 1.376 2.663 -3.222 -0.1 -0.5 0.2 0.35
H 3.775 3.518 -1.562 0.2 -0.2 0.1 0.32
H 2.650 2.279 -0.949 0.1 -0.1 -0.3 -0.01
H 1.198 7.926 -0.873 0.5 -0.4 0.2 0.33
H -0.421 7.375 -1.200 0.0 0.0 0.0 0.26
H 0.721 7.545 -2.513 0.2 0.0 -0.1 0.31
C -7.760 -8.730 -5.792 0.6 -0.2 0.2 -0.73
O -7.197 -7.648 -5.103 -0.1 1.4 -1.2 -0.28
C -7.062 -7.832 -3.739 -0.2 0.3 0.8 -0.56
C -6.672 -6.543 -2.996 0.6 -0.2 -0.5 -0.79
N -5.315 -6.067 -3.331 -0.4 -1.2 1.1 -0.38
C -4.888 -4.929 -2.510 0.3 0.6 -2.4 -0.67
C -3.468 -4.471 -2.936 0.6 -0.2 -0.5 0.10
O -3.386 -3.825 -4.248 -1.2 1.0 0.7 -0.38
C -2.244 -2.981 -4.444 0.4 -1.1 0.2 -0.21
H -8.784 -8.899 -5.459 -0.2 -0.2 -0.1 0.29
H -7.135 -9.606 -5.615 -0.2 -0.5 0.2 0.31
H -7.705 -8.561 -6.867 -0.2 0.4 0.1 0.24
H -6.368 -8.662 -3.608 0.4 0.1 0.6 0.35
H -8.008 -8.131 -3.289 -0.4 -0.2 0.0 0.39
H -6.816 -6.749 -1.935 0.7 -0.2 0.2 0.41
H -7.398 -5.742 -3.141 -0.5 0.0 -0.6 0.38
H -5.329 -5.850 -4.318 0.3 0.3 0.0 0.29
H -4.958 -5.102 -1.436 0.2 -0.3 -0.2 0.39
H -5.567 -4.115 -2.761 -0.1 0.6 0.5 0.29
H -2.792 -5.318 -3.043 -0.1 -0.5 0.4 0.45
H -3.034 -3.845 -2.156 -0.1 0.5 0.0 -0.26
H -2.279 -2.287 -5.284 -0.9 -0.4 -0.3 0.44
H -1.420 -3.662 -4.655 0.5 0.3 0.2 0.46
H -1.994 -2.325 -3.610 -0.2 -0.3 0.5 -0.37
C 5.219 7.090 0.829 0.9 0.2 -0.8 -0.73
O 5.091 6.067 1.758 -1.0 -1.2 0.7 -0.40
C 3.831 5.412 1.667 0.0 -1.3 0.7 -0.23
C 3.574 4.464 2.890 0.4 1.2 -0.4 -0.91
N 4.367 3.251 2.793 -0.1 -0.6 -0.3 0.11
C 4.294 2.402 3.979 -0.4 0.0 0.7 -1.12
C 5.026 1.094 3.847 1.4 0.5 0.1 0.13
O 6.461 1.265 3.776 -0.6 -0.7 -1.2 -0.40
C 7.046 1.888 4.865 0.9 0.4 -0.2 -0.77
H 6.288 7.306 0.808 -0.1 0.7 0.3 0.31
H 4.574 7.928 1.093 0.2 0.3 0.0 0.29
H 5.032 6.799 -0.205 -0.6 -0.3 0.0 0.25
H 3.806 4.761 0.793 0.2 -0.1 -0.3 -0.10
H 2.996 6.093 1.504 0.0 0.5 0.4 0.57
H 2.503 4.272 2.958 0.0 -0.3 -0.2 0.25
H 3.870 4.941 3.824 -0.2 0.6 0.1 0.42
H 5.320 3.580 2.729 0.4 -0.1 -0.1 0.29
H 3.275 2.111 4.235 -0.3 0.2 -0.3 0.31
H 4.656 2.931 4.860 0.1 0.2 0.3 0.67
H 4.740 0.628 2.904 0.1 -0.4 0.4 -0.24
H 4.857 0.472 4.726 -0.6 -0.2 -0.1 0.45
H 6.707 1.486 5.819 -0.3 0.4 0.2 0.32
H 6.982 2.967 4.724 -0.5 0.4 0.8 0.28
H 8.125 1.741 4.816 0.1 -0.5 -0.1 0.27
C 0.882 -0.222 5.242 -0.9 -1.1 -0.1 -0.15
O 2.253 -0.299 5.043 1.0 1.2 1.0 -0.51
H 0.516 -1.078 5.811 -0.1 -0.5 0.0 0.28
H 0.512 0.596 5.861 0.6 0.6 -0.4 0.31
H 0.406 -0.256 4.262 -0.7 0.3 0.2 -0.34
H 2.437 -0.971 4.382 -0.1 -0.3 -0.4 0.45
C -2.265 -2.329 3.274 -0.1 -1.5 0.9 -0.83
O -2.223 -0.958 3.466 -0.1 1.0 -0.5 -0.54
H -3.293 -2.691 3.284 -0.1 -0.1 0.1 0.36
H -1.792 -2.724 2.375 0.0 0.5 -0.3 0.18
H -1.715 -2.764 4.108 -0.2 -0.5 0.1 0.34
H -1.809 -0.624 2.667 0.2 0.6 -0.2 0.43
C -3.685 1.855 2.791 0.4 -1.0 0.8 -0.27
O -4.659 0.879 3.071 -1.5 -0.1 -0.4 -0.65
H -2.971 1.684 3.597 0.7 0.8 -0.2 0.20
H -3.216 1.672 1.824 0.1 0.3 -0.2 0.11
H -4.129 2.848 2.862 0.0 -0.1 -0.1 0.26
H -4.236 0.029 3.218 0.4 0.0 0.0 0.36
C -1.727 5.496 2.016 -0.3 -1.0 0.2 -0.17
O -2.631 4.868 1.118 -0.1 0.3 -0.5 -0.51
H -1.567 6.562 1.857 -0.1 0.0 -0.2 0.31
H -2.095 5.307 3.024 0.3 0.3 0.3 0.34
H -0.805 4.933 1.873 0.2 0.4 0.2 -0.15
H -3.530 5.149 1.306 0.0 0.1 0.0 0.28
C -4.069 -2.363 0.254 -1.8 0.6 0.7 -0.35
O -5.290 -2.459 -0.496 0.8 -0.8 -0.1 -0.55
H -3.148 -2.435 -0.325 -0.1 -0.2 0.0 -0.07
H -4.168 -1.396 0.747 0.9 0.3 0.2 0.37
H -4.169 -3.091 1.058 0.5 -0.3 -0.2 0.31
H -5.145 -1.895 -1.260 -0.3 0.3 -0.4 0.33
C 1.187 -2.893 -1.223 0.4 -1.2 0.0 -0.50
O 1.662 -3.566 -2.390 0.3 0.2 -0.3 -0.61
H 0.098 -2.923 -1.237 0.0 0.5 0.3 0.50
H 1.572 -3.503 -0.406 -0.3 0.4 0.6 0.46
H 1.640 -1.903 -1.173 -0.4 0.0 -0.1 -0.19
H 1.472 -4.501 -2.288 0.0 -0.1 -0.1 0.28
C 6.354 2.151 0.410 0.2 0.3 -1.1 -0.85
O 5.095 1.612 0.662 -0.6 -0.9 -0.1 -0.52
H 6.426 2.086 -0.676 0.6 0.2 -0.1 0.34
H 6.354 3.207 0.678 0.3 0.1 0.1 0.23
H 7.183 1.613 0.869 -0.1 0.0 0.2 0.27
H 4.712 2.066 1.417 -0.5 0.7 0.6 0.18
C 1.181 -2.747 2.549 -0.6 1.0 0.4 0.05
O 2.375 -2.032 2.953 -1.3 -1.2 -0.1 -0.58
H 0.372 -2.570 3.257 0.6 -0.1 0.8 -0.04
H 0.667 -2.284 1.706 0.7 -0.1 -0.8 -0.36
H 1.250 -3.829 2.436 0.6 0.1 -0.1 0.50
H 3.018 -2.038 2.240 0.2 0.4 -0.3 0.19
C 4.263 -1.698 -0.216 -0.8 1.7 -0.6 -0.70
O 4.026 -0.813 0.882 -0.5 -2.1 0.7 -0.11
H 3.954 -1.136 -1.098 0.3 0.0 -0.5 0.30
H 5.292 -2.018 -0.380 0.0 -0.2 0.5 0.31
H 3.530 -2.505 -0.208 0.5 -0.3 0.6 0.14
H 4.411 0.060 0.777 0.7 0.5 -0.6 0.39
C 0.856 -1.241 -4.673 -0.5 -0.4 0.5 0.01
O 1.122 -2.606 -4.842 0.3 -0.2 -0.9 -0.60
H 1.212 -0.665 -5.528 0.0 0.0 0.2 0.34
H -0.223 -1.146 -4.558 -0.3 0.6 -0.2 -0.07
H 1.286 -0.912 -3.727 0.3 0.5 -0.1 -0.10
H 1.293 -2.962 -3.967 0.2 -0.4 0.3 0.47
C -5.540 -0.931 -3.779 -1.0 0.5 0.7 -0.53
O -5.050 -0.511 -2.487 0.7 -0.1 -0.5 -0.44
H -5.006 -1.839 -4.057 -0.2 0.1 0.0 0.10
H -6.616 -1.060 -3.666 -0.1 -0.8 -0.1 0.30
H -5.522 -0.172 -4.561 0.9 0.2 0.1 0.26
H -5.620 0.149 -2.086 -0.2 0.1 -0.2 0.24
```
Forces are in eV/Å.

Values from the calculation:
2S+1: 1
Total charge: 0
HOMO level: -8.54 eV
E_tot: -2924.3664 Ha
Kohn-Sham gap: 8.9 eV

***

A cluster of 18 separate species, C31H98O18 in total in a non-equilibrium geometry. Source: the OMol25 dataset; level of theory: ωB97M-V with the def2-TZVPD basis set.

Geometry as XYZ:
```
147
Properties=species:S:1:pos:R:3:forces:R:3:mulliken_charge:R:1
C 0.140 -0.106 0.130 -0.4 -1.0 0.9 -0.56
O 0.502 0.389 -1.124 0.4 -0.4 -0.8 0.42
H 0.099 -1.195 0.094 0.1 -0.2 -0.5 0.06
H 0.849 0.071 0.938 0.2 0.6 -0.1 0.34
H -0.864 0.135 0.481 -0.1 0.6 -0.2 -0.14
H 0.253 1.302 -1.287 -0.3 0.4 0.6 -0.20
C 2.978 2.327 6.144 -1.5 1.0 -0.8 -0.60
O 2.692 1.448 7.183 0.7 -0.4 0.9 -0.47
H 2.526 1.911 5.244 0.7 -0.1 -0.7 0.17
H 2.368 3.219 6.289 0.2 0.3 0.3 0.24
H 4.018 2.642 6.061 0.0 -0.3 -0.2 0.35
H 3.496 0.930 7.270 -0.2 -0.4 0.4 0.30
C 1.129 -0.327 -5.181 -1.3 1.2 0.5 -0.46
O 0.565 0.672 -4.222 1.0 -1.1 -1.2 -0.64
H 0.951 -1.336 -4.808 0.2 0.1 0.0 -0.01
H 0.548 -0.169 -6.090 -0.1 -0.2 0.1 0.32
H 2.166 -0.152 -5.468 0.1 0.1 0.6 0.31
H 0.774 0.404 -3.324 0.0 -0.1 0.2 0.25
C -3.390 4.496 -3.706 0.1 0.8 -1.6 -0.80
O -2.531 3.444 -3.323 -0.4 -0.1 0.8 -0.24
H -3.944 4.185 -4.592 -0.4 0.0 0.0 0.33
H -4.123 4.906 -3.011 0.4 -0.6 0.6 0.31
H -2.758 5.309 -4.063 -0.1 0.5 0.1 0.26
H -2.242 3.123 -4.180 0.5 -0.6 0.0 0.22
C 1.778 -1.562 6.178 1.3 1.7 -0.4 -0.36
O 1.835 -2.847 6.728 -0.5 0.0 -0.5 -0.58
H 1.491 -0.755 6.852 -0.4 -0.3 0.5 0.38
H 2.781 -1.255 5.880 0.5 -0.2 0.2 0.27
H 1.253 -1.365 5.244 -0.7 -0.9 -0.1 -0.02
H 0.981 -3.231 6.515 -0.4 -0.3 0.2 0.33
C -5.056 -0.562 4.247 0.3 -1.5 0.1 -1.24
C -4.843 -0.717 2.746 -0.9 1.9 0.7 -0.15
O -3.557 -0.163 2.541 1.0 -0.3 -0.5 -0.13
H -6.058 -0.919 4.486 0.0 0.2 0.4 0.42
H -4.800 0.409 4.671 -0.6 0.4 -0.6 0.24
H -4.313 -1.174 4.759 -0.2 -0.5 0.1 0.14
H -5.590 -0.084 2.267 0.0 0.1 -0.3 0.33
H -5.008 -1.705 2.316 0.5 -0.3 0.4 0.36
H -3.482 0.334 1.723 -0.3 -0.2 -0.2 -0.12
C 5.913 -3.033 -2.565 0.4 -0.8 0.1 -1.15
C 4.978 -1.981 -3.148 1.3 -0.6 0.9 0.34
O 5.799 -1.109 -3.902 -0.3 0.6 -0.4 -0.55
H 5.464 -3.835 -1.979 -0.5 0.0 -0.1 0.32
H 6.646 -2.589 -1.892 -0.1 0.4 0.0 0.31
H 6.516 -3.498 -3.344 -0.1 -0.1 -0.2 0.34
H 4.631 -1.446 -2.265 -0.7 0.3 -0.5 -0.10
H 4.194 -2.403 -3.776 -0.3 0.0 0.3 0.21
H 5.942 -1.543 -4.747 0.2 0.1 -0.1 0.33
C -3.784 0.400 -0.890 -0.2 0.8 0.4 -0.65
C -3.890 1.759 -0.103 1.2 -0.5 -0.2 -0.42
O -5.123 1.858 0.589 -0.3 -0.4 -0.1 -0.57
H -2.830 -0.105 -1.041 0.7 0.9 0.2 -0.10
H -4.152 0.582 -1.899 -0.5 -0.5 0.2 0.42
H -4.290 -0.371 -0.309 -0.8 0.1 -0.3 0.46
H -3.729 2.637 -0.728 -0.2 -0.2 -0.6 0.23
H -3.096 1.884 0.633 0.5 -0.4 0.2 0.23
H -4.994 2.507 1.284 -0.2 0.1 0.0 0.36
C -1.952 -4.926 5.551 -1.9 -2.2 0.9 -1.52
C -1.866 -3.608 4.870 1.6 -0.5 0.5 0.59
O -1.226 -2.723 5.762 -0.1 0.0 0.4 -0.50
H -1.095 -5.309 6.104 0.7 0.4 -0.8 0.35
H -2.316 -5.658 4.830 0.7 -0.3 -0.5 0.37
H -2.711 -5.155 6.299 -0.6 1.2 0.4 0.38
H -2.790 -3.233 4.430 -0.2 0.0 0.2 0.14
H -1.165 -3.883 4.082 0.0 0.7 -0.8 -0.09
H -1.221 -1.845 5.373 -0.1 0.5 -0.3 0.40
C 2.231 5.467 -3.399 -0.7 0.7 -1.3 -0.41
C 2.978 6.634 -4.086 -0.6 0.3 -0.6 -0.77
O 4.152 6.973 -3.452 1.4 0.5 1.2 -0.53
H 1.992 5.582 -2.342 0.6 0.4 0.1 0.28
H 2.693 4.492 -3.555 0.1 0.1 -0.1 0.34
H 1.248 5.471 -3.871 -0.1 -0.5 -0.1 0.06
H 2.414 7.554 -4.244 -0.7 0.1 1.3 0.38
H 3.236 6.606 -5.145 -0.2 -1.7 -0.5 0.33
H 4.757 6.237 -3.570 0.2 0.0 0.1 0.32
C -1.340 2.149 4.914 -1.0 -0.7 1.1 -0.96
C -1.659 0.765 5.591 0.7 1.2 -2.0 -0.24
O -1.636 -0.248 4.591 0.9 -0.7 0.7 -0.06
H -1.965 2.334 4.040 0.0 -0.2 -0.2 0.19
H -0.290 2.256 4.643 -0.1 -0.1 0.2 0.12
H -1.666 2.882 5.652 0.5 0.4 0.0 0.45
H -2.621 0.769 6.104 0.1 0.1 0.2 0.32
H -0.819 0.577 6.260 -0.3 -0.3 0.2 0.27
H -2.258 -0.115 3.871 -0.5 0.3 -0.2 -0.03
C 0.204 3.439 1.762 -0.3 -1.0 -1.4 -0.51
C -0.506 4.070 0.549 0.1 1.4 0.0 -0.71
O -0.416 3.413 -0.766 0.2 -0.4 2.0 -0.14
H -0.121 3.860 2.713 0.2 0.6 -0.3 0.46
H 1.285 3.449 1.615 -0.1 0.1 0.3 0.06
H -0.120 2.403 1.864 0.2 -0.3 -0.2 -0.06
H -0.122 5.081 0.417 0.5 0.1 -0.1 0.43
H -1.516 4.315 0.876 -0.6 -0.7 -0.5 0.42
H -0.814 3.983 -1.427 -0.2 0.1 -0.1 0.00
C 1.206 -4.802 -2.550 -0.3 0.1 0.5 -1.23
C 1.247 -3.303 -2.643 -0.6 -0.6 -1.9 0.60
O 1.903 -2.780 -1.568 0.8 0.7 1.4 -0.14
H 0.701 -5.153 -3.449 0.1 -0.4 0.1 0.39
H 0.633 -5.080 -1.665 -0.2 -0.1 -0.1 0.05
H 2.193 -5.243 -2.409 0.1 0.1 -0.4 0.40
H 0.240 -2.917 -2.795 -0.5 0.1 0.5 -0.08
H 1.702 -3.047 -3.600 0.7 0.1 -0.2 0.10
H 1.875 -1.820 -1.582 -0.1 0.2 0.0 -0.12
C -3.140 -3.175 0.509 1.1 -2.1 0.5 0.04
C -2.065 -4.263 0.951 0.5 1.6 -0.8 0.03
O -1.763 -5.180 -0.100 -0.8 0.0 0.0 -0.56
H -4.064 -3.713 0.296 -0.2 0.3 0.1 0.46
H -2.831 -2.659 -0.399 0.2 0.0 0.1 -0.24
H -3.230 -2.503 1.362 -0.2 0.1 -0.2 -0.31
H -2.297 -4.737 1.905 -0.5 -0.3 -0.1 0.26
H -1.141 -3.717 1.141 0.1 0.3 0.2 -0.05
H -0.902 -5.579 0.048 0.0 0.0 0.2 0.30
C 2.609 -2.781 2.521 -1.5 0.8 0.0 -0.95
C 2.604 -3.800 1.423 1.2 0.4 -0.3 0.38
O 2.675 -5.074 1.988 -0.1 -1.1 0.1 -0.58
H 2.284 -1.843 2.072 0.4 0.5 0.2 0.10
H 3.527 -2.674 3.099 0.2 0.0 -0.4 0.45
H 1.822 -3.023 3.234 -0.1 -0.1 0.1 0.26
H 3.509 -3.662 0.832 0.1 0.2 -0.4 0.17
H 1.797 -3.729 0.693 -0.3 0.0 0.5 -0.16
H 3.488 -5.023 2.496 0.0 -0.6 0.3 0.34
C 3.302 2.788 -1.054 0.0 0.2 -0.4 -0.46
C 3.549 2.158 0.296 0.1 -0.9 1.1 -0.06
O 4.868 1.657 0.546 0.0 0.2 -0.6 -0.61
H 2.294 3.186 -1.168 -0.1 0.2 0.5 -0.02
H 3.334 2.077 -1.880 0.4 -0.4 0.1 0.27
H 4.015 3.575 -1.301 0.0 0.1 0.2 0.35
H 2.868 1.328 0.483 -0.4 -0.2 -0.4 0.01
H 3.391 2.753 1.196 -0.1 0.8 -0.5 0.26
H 5.059 1.002 -0.129 0.2 -0.1 -0.1 0.30
C -1.027 4.858 -6.724 0.8 -1.4 0.1 -1.38
C -0.213 3.979 -5.760 0.3 -0.4 0.1 0.53
O -0.451 2.560 -5.922 -0.8 1.4 -0.7 -0.52
H -2.040 4.456 -6.694 -0.2 0.5 -0.1 0.30
H -0.629 4.739 -7.731 -0.2 0.0 -0.1 0.41
H -0.928 5.906 -6.440 -0.3 -0.1 0.1 0.33
H -0.466 4.272 -4.742 0.0 0.0 0.2 -0.23
H 0.857 4.146 -5.880 0.1 0.2 -0.1 0.44
H -0.076 2.087 -5.175 0.3 -0.2 0.4 0.41
C -2.757 -2.696 -3.815 0.4 0.8 0.4 -0.57
C -2.627 -4.070 -3.239 0.0 1.1 -0.1 0.24
O -2.511 -4.944 -4.327 -0.9 -1.6 -0.1 -0.59
H -3.693 -2.472 -4.326 0.2 -0.4 -0.4 0.36
H -1.871 -2.667 -4.449 -0.2 1.0 -0.4 0.15
H -2.696 -1.953 -3.019 0.3 0.2 0.0 -0.04
H -3.514 -4.228 -2.626 0.1 -1.0 -0.2 0.34
H -1.747 -4.060 -2.596 0.0 -0.4 0.2 -0.20
H -1.657 -4.962 -4.766 0.1 0.4 0.4 0.33
```
Forces are in eV/Å.

Values from the calculation:
2S+1: 1
Total charge: 0
Energy relative to the best compared isomer or geometry (same formula, charge and spin): 186.84 kJ/mol
HOMO level: -9.74 eV
E_tot: -2593.8757 Ha
Kohn-Sham gap: 9.9 eV